# 1
# C4H9NO2

A 2-piece molecular cluster, C4H9NO2 overall (ωB97M-V with the def2-TZVPD basis set, OMol25).

The energy above the lowest of the compared OMol25 structures with the same formula, charge and spin comes out at 4.559 eV. The total energy comes out at -9875.502 eV. The charge is 0.

Last column: Löwdin charge in e.
CARTESIAN COORDINATES (ANGSTROEM)
1 C 2.186 -0.096 1.245  -0.114
2 O 1.218 0.384 0.353  -0.195
3 C 0.626 -0.620 -0.405  -0.291
4 C -0.471 -0.124 -1.301  0.080
5 N -1.436 0.926 0.295  0.090
6 C -2.571 0.554 -0.180  -0.449
7 O -2.539 -0.186 -1.200  -0.062
8 H 1.759 -0.816 1.957  0.091
9 H 3.025 -0.581 0.727  0.089
10 H 2.568 0.761 1.802  0.090
11 H 0.249 -1.441 0.222  0.134
12 H 1.376 -1.067 -1.089  0.139
13 H -0.764 -0.901 -2.001  0.091
14 H -0.286 0.829 -1.784  0.106
15 H -1.406 1.530 1.107  0.074
16 H -3.536 0.846 0.252  0.128



# 2
# C4H9NO2

A 3-piece molecular cluster, C4H9NO2 overall (ωB97M-V with the def2-TZVPD basis set, OMol25).

The energy above the lowest of the compared OMol25 structures with the same formula, charge and spin comes out at 7.823 eV. The total energy comes out at -9872.237 eV. The charge is 0.

Last column: Löwdin charge in e.
CARTESIAN COORDINATES (ANGSTROEM)
1 C 0.238 0.076 -1.713  -0.345
2 C -0.901 -1.238 0.940  -0.051
3 C 0.029 -0.202 0.533  -0.114
4 N 1.074 0.988 2.321  -0.076
5 C 0.843 0.708 0.358  0.018
6 O -0.921 -0.644 -1.995  -0.047
7 O 0.216 1.346 -2.275  -0.013
8 H -0.541 1.819 -1.901  0.108
9 H -1.020 -0.718 -2.959  0.104
10 H 1.149 -0.427 -2.041  0.127
11 H 1.573 0.226 2.783  -0.034
12 H 0.194 1.103 2.826  -0.035
13 H 1.500 1.474 0.008  0.093
14 H -1.668 -0.824 1.597  0.094
15 H -1.385 -1.649 0.051  0.078
16 H -0.379 -2.038 1.468  0.095



# 3
# C4H9NO2

An isolated molecule of C4H9NO2 (ωB97M-V with the def2-TZVPD basis set, OMol25).

The energy above the lowest of the compared OMol25 structures with the same formula, charge and spin comes out at 1.050 eV. The total energy comes out at -9879.010 eV. The charge is 0.

Last column: Löwdin charge in e.
CARTESIAN COORDINATES (ANGSTROEM)
1 C 0.754 -0.011 1.748  -0.068
2 C -0.164 0.261 0.535  -0.291
3 C 0.457 1.264 -0.546  -0.224
4 O -0.379 1.773 -1.547  -0.076
5 N -0.390 -1.088 -0.047  0.045
6 C -0.950 -1.398 -1.233  -0.324
7 O -1.298 -0.623 -2.111  0.013
8 H 0.332 -0.782 2.414  0.078
9 H 0.903 0.878 2.366  0.079
10 H 1.737 -0.383 1.432  0.083
11 H -1.135 0.621 0.908  0.144
12 H 0.902 2.182 -0.125  0.125
13 H 1.281 0.664 -0.954  0.118
14 H -0.763 1.012 -2.021  0.037
15 H -0.215 -1.883 0.556  0.126
16 H -1.071 -2.486 -1.375  0.135



# 4
# C4H9NO2

An isolated molecule of C4H9NO2 (ωB97M-V with the def2-TZVPD basis set, OMol25).

The energy above the lowest of the compared OMol25 structures with the same formula, charge and spin comes out at 1.394 eV. The total energy comes out at -9878.667 eV. The charge is 0.

Last column: Löwdin charge in e.
CARTESIAN COORDINATES (ANGSTROEM)
1 C -0.211 -2.064 -0.325  -0.038
2 C 0.406 -0.763 0.217  -0.351
3 C 1.414 -0.112 -0.718  -0.221
4 O 2.407 0.590 0.039  -0.057
5 N -0.613 0.144 0.735  0.057
6 C -1.351 0.987 -0.031  -0.365
7 O -2.377 1.529 0.313  0.021
8 H 0.171 -2.952 0.177  0.076
9 H -0.040 -2.172 -1.393  0.072
10 H -1.284 -2.078 -0.164  0.075
11 H 1.011 -1.026 1.082  0.139
12 H 1.949 -0.915 -1.213  0.119
13 H 0.986 0.552 -1.464  0.110
14 H 2.178 1.526 0.009  0.086
15 H -0.714 0.215 1.738  0.149
16 H -0.935 1.172 -1.029  0.126



# 5
# C4H9NO2S

An isolated molecule of C4H9NO2S (ωB97M-V with the def2-TZVPD basis set, OMol25).

The energy above the lowest of the compared OMol25 structures with the same formula, charge and spin comes out at 1.258 eV. The total energy comes out at -20713.775 eV. The charge is 0.

Last column: Löwdin charge in e.
CARTESIAN COORDINATES (ANGSTROEM)
1 C 0.897 -0.148 -1.106  -0.131
2 C -0.257 -0.718 -0.284  -0.653
3 S 0.426 -1.893 0.964  0.782
4 C -1.230 0.281 0.335  -0.369
5 N -1.589 0.085 1.688  0.012
6 C -2.610 0.272 -0.514  -0.499
7 O -3.198 -0.720 -0.748  0.144
8 O -3.142 1.459 -0.775  0.114
9 H 1.312 0.747 -0.627  0.076
10 H 1.588 -0.899 -1.433  0.056
11 H 0.470 0.216 -2.109  0.106
12 H -0.761 -1.375 -0.943  0.073
13 H -0.662 -2.625 0.835  -0.127
14 H -0.719 1.345 0.312  0.161
15 H -2.307 -0.622 1.701  0.079
16 H -0.763 -0.279 2.172  0.026
17 H -2.724 2.225 -0.289  0.149



# 6
# C4H9NO3

A 2-piece molecular cluster, C4H9NO3 overall (ωB97M-V with the def2-TZVPD basis set, OMol25).

The energy above the lowest of the compared OMol25 structures with the same formula, charge and spin comes out at 6.878 eV. The total energy comes out at -11920.664 eV. The charge is 0.

Last column: Löwdin charge in e.
CARTESIAN COORDINATES (ANGSTROEM)
1 C -0.661 0.822 -1.312  -0.306
2 O -1.030 2.034 -1.006  -0.104
3 C -0.414 -0.074 0.054  -0.324
4 C -0.336 -1.507 -0.053  0.080
5 C 0.989 -2.076 -0.076  -0.480
6 O 0.920 -3.492 0.154  0.026
7 O 2.078 -1.550 -0.126  0.121
8 N 0.585 0.655 0.811  0.114
9 H -1.464 0.267 -1.804  0.117
10 H 0.278 0.705 -1.887  0.138
11 H -1.299 0.167 0.691  0.175
12 H -0.311 3.929 1.225  0.020
13 H -1.093 -2.280 -0.050  0.131
14 H 0.692 -3.303 1.088  0.110
15 H 1.523 0.242 0.729  0.088
16 H -1.044 3.855 1.123  0.024
17 H 0.588 1.605 0.440  0.070



# 7
# C4H9NO3

C4H9NO3 as an isolated structure (ωB97M-V with the def2-TZVPD basis set, OMol25).

The energy above the lowest of the compared OMol25 structures with the same formula, charge and spin comes out at 11.100 eV. The total energy comes out at -11916.441 eV. The charge is 0.

Last column: Löwdin charge in e.
CARTESIAN COORDINATES (ANGSTROEM)
1 C -0.512 -0.364 1.028  -0.253
2 N -0.002 -0.727 -0.207  -0.115
3 C -0.605 -0.099 -1.416  -0.023
4 C 1.359 -1.015 -0.304  -0.042
5 C 2.173 -0.109 0.311  0.236
6 O 1.236 2.061 -0.659  -0.197
7 O -0.043 -0.720 2.104  0.083
8 H -1.411 0.293 0.958  0.133
9 H -0.149 0.843 -1.689  0.055
10 H -0.561 -0.909 -2.280  0.140
11 H -1.750 0.138 -1.190  0.066
12 H 3.138 -0.353 0.805  0.115
13 H 1.623 -1.739 -1.063  0.147
14 H 1.759 1.051 -0.109  0.007
15 H -3.887 0.343 -0.579  -0.075
16 H 1.499 2.947 -0.488  -0.015
17 O -3.034 0.159 -0.274  -0.263



# 8
# C4H9NO3

A 2-piece molecular cluster, C4H9NO3 overall (ωB97M-V with the def2-TZVPD basis set, OMol25).

The energy above the lowest of the compared OMol25 structures with the same formula, charge and spin comes out at 8.757 eV. The total energy comes out at -11918.784 eV. The charge is 0.

Last column: Löwdin charge in e.
CARTESIAN COORDINATES (ANGSTROEM)
1 O -1.783 0.926 1.282  0.110
2 C -0.749 1.136 0.702  -0.539
3 N -0.525 1.798 -0.458  0.301
4 C -0.675 0.738 -1.427  -0.224
5 O -1.756 -0.192 -1.302  -0.016
6 C 0.446 0.325 1.212  -0.114
7 C 0.172 -1.216 1.043  -0.046
8 O 2.006 -0.670 -0.864  -0.270
9 H 2.774 -0.972 -1.363  -0.020
10 H 0.319 0.138 -1.453  0.164
11 H -0.881 1.248 -2.374  0.157
12 H -2.066 0.030 -0.342  0.113
13 H 0.877 0.857 2.058  0.133
14 H 1.240 0.439 0.458  0.063
15 H -0.861 -1.449 0.822  0.067
16 H 0.644 -1.754 1.862  0.084
17 H 0.819 -1.381 0.144  0.036



# 9
# C4H9NO3

A 3-piece molecular cluster, C4H9NO3 overall (ωB97M-V with the def2-TZVPD basis set, OMol25).

The energy above the lowest of the compared OMol25 structures with the same formula, charge and spin comes out at 3.224 eV. The total energy comes out at -11924.318 eV. The charge is 0.

Last column: Löwdin charge in e.
CARTESIAN COORDINATES (ANGSTROEM)
1 N 1.098 -1.855 0.676  0.129
2 C 1.443 -0.725 0.023  -0.489
3 O 2.561 -0.292 -0.094  0.020
4 H 1.784 -2.304 1.268  0.112
5 H 0.138 -2.126 0.791  0.092
6 H 0.532 -0.245 -0.729  0.113
7 O 0.066 1.916 0.866  0.026
8 C 0.359 0.976 1.590  -0.373
9 O -0.570 0.099 2.045  0.057
10 H 1.272 0.926 2.193  0.157
11 H -1.412 0.281 1.585  0.125
12 C -0.550 0.721 -1.655  -0.135
13 C -1.777 0.206 -1.734  -0.050
14 H -0.276 1.360 -0.737  0.057
15 H -0.030 1.029 -2.551  0.072
16 H -2.393 0.071 -0.858  0.039
17 H -2.244 -0.038 -2.678  0.047



# 10
# C4H9NO3

A 2-piece molecular cluster, C4H9NO3 overall (ωB97M-V with the def2-TZVPD basis set, OMol25).

The energy above the lowest of the compared OMol25 structures with the same formula, charge and spin comes out at 3.139 eV. The total energy comes out at -11924.403 eV. The charge is 0.

Last column: Löwdin charge in e.
CARTESIAN COORDINATES (ANGSTROEM)
1 C 2.139 0.378 0.710  -0.099
2 C 1.026 -0.102 -0.094  -0.374
3 C 0.378 -1.410 0.617  -0.210
4 O -0.388 -1.188 1.479  0.090
5 N -0.049 0.903 -0.003  0.036
6 C -1.009 0.956 -1.099  -0.276
7 O -1.839 1.899 -1.110  -0.029
8 H 3.232 0.177 0.270  0.127
9 H 2.276 -0.072 1.706  0.075
10 H 1.952 1.432 1.123  0.101
11 H 1.329 -0.571 -1.093  0.154
12 H 0.810 -2.283 0.185  0.109
13 H 0.038 1.801 0.555  0.163
14 H -1.054 0.072 -1.764  0.131
15 O -2.845 -0.996 -0.601  -0.063
16 H -3.087 -0.787 0.295  0.041
17 H -2.910 -0.208 -1.177  0.026



# 11
# C4H9NO3

A 2-piece molecular cluster, C4H9NO3 overall (ωB97M-V with the def2-TZVPD basis set, OMol25).

The energy above the lowest of the compared OMol25 structures with the same formula, charge and spin comes out at 4.378 eV. The total energy comes out at -11923.164 eV. The charge is 0.

Last column: Löwdin charge in e.
CARTESIAN COORDINATES (ANGSTROEM)
1 C -0.937 -0.246 -0.295  -0.190
2 C -0.579 -1.125 0.854  -0.050
3 C -1.661 1.027 0.001  -0.060
4 N 0.981 0.679 -0.493  -0.068
5 C 2.160 0.213 0.130  -0.621
6 O 0.514 -0.124 -1.587  -0.164
7 O 2.524 -0.961 -0.370  0.110
8 O 2.705 0.826 1.012  0.089
9 H 1.882 -1.092 -1.131  0.109
10 H 0.952 1.683 -0.636  0.151
11 H -1.372 -0.786 -1.125  0.118
12 H -1.245 1.553 0.858  0.090
13 H -0.134 -0.570 1.678  0.096
14 H -1.510 -1.591 1.199  0.104
15 H 0.101 -1.918 0.547  0.092
16 H -2.698 0.754 0.229  0.102
17 H -1.682 1.678 -0.871  0.092



# 12
# C4H9NO3

A 2-piece molecular cluster, C4H9NO3 overall (ωB97M-V with the def2-TZVPD basis set, OMol25).

The energy above the lowest of the compared OMol25 structures with the same formula, charge and spin comes out at 4.799 eV. The total energy comes out at -11922.743 eV. The charge is 0.

Last column: Löwdin charge in e.
CARTESIAN COORDINATES (ANGSTROEM)
1 C 0.403 -0.756 1.262  0.122
2 C -0.332 -1.805 0.540  -0.190
3 C 1.361 1.602 -0.398  -0.163
4 N -0.402 -1.005 -0.683  0.040
5 C -1.004 0.331 -0.755  -0.629
6 O 0.371 1.059 0.427  -0.247
7 O -2.112 0.279 0.092  0.065
8 O -1.055 0.855 -1.860  0.044
9 H -2.647 1.053 -0.121  0.118
10 H 0.346 -1.118 -1.355  0.132
11 H -0.143 -0.186 2.002  0.105
12 H 1.459 -0.919 1.434  0.109
13 H -1.338 -1.973 0.914  0.120
14 H 0.228 -2.720 0.355  0.128
15 H 1.935 0.828 -0.934  0.085
16 H 0.889 2.270 -1.127  0.087
17 H 2.041 2.205 0.207  0.077



# 13
# C4H9NO3

An isolated molecule of C4H9NO3 (ωB97M-V with the def2-TZVPD basis set, OMol25).

The energy above the lowest of the compared OMol25 structures with the same formula, charge and spin comes out at 2.103 eV. The total energy comes out at -11925.438 eV. The charge is 0.

Last column: Löwdin charge in e.
CARTESIAN COORDINATES (ANGSTROEM)
1 C -1.065 -0.505 -0.734  0.001
2 C 0.513 -0.236 0.251  -0.572
3 C 0.434 -1.152 1.445  -0.012
4 N 1.632 -0.401 -0.544  0.120
5 O 0.338 1.094 0.620  0.008
6 C -0.229 1.751 -0.528  -0.578
7 O 0.363 1.892 -1.564  0.134
8 O -1.217 2.564 -0.111  0.156
9 H -1.884 -0.560 -0.019  0.051
10 H -1.346 -0.028 -1.671  0.060
11 H -0.835 -1.524 -1.045  0.049
12 H -0.509 -1.001 1.963  0.085
13 H 0.525 -2.194 1.141  0.088
14 H 1.249 -0.902 2.126  0.093
15 H 1.657 0.222 -1.345  0.089
16 H 1.848 -1.357 -0.779  0.096
17 H -1.473 2.338 0.793  0.132



# 14
# C4H9NO3

An isolated molecule of C4H9NO3 (ωB97M-V with the def2-TZVPD basis set, OMol25).

The energy above the lowest of the compared OMol25 structures with the same formula, charge and spin comes out at 1.448 eV. The total energy comes out at -11926.093 eV. The charge is 0.

Last column: Löwdin charge in e.
CARTESIAN COORDINATES (ANGSTROEM)
1 C -0.317 2.124 0.413  -0.034
2 C -0.438 0.668 -0.011  -0.502
3 O -1.701 0.477 -0.613  -0.006
4 N 0.679 0.311 -0.864  0.005
5 C 1.004 -1.113 -0.848  -0.109
6 C 0.214 -1.708 0.299  -0.493
7 O -0.820 -2.311 0.207  0.119
8 O 0.771 -1.400 1.559  0.045
9 H -1.109 2.372 1.117  0.079
10 H 0.654 2.284 0.871  0.079
11 H -0.420 2.776 -0.454  0.079
12 H -0.265 0.071 0.986  0.152
13 H -1.890 -0.467 -0.690  0.080
14 H 0.561 0.680 -1.799  0.126
15 H 2.075 -1.244 -0.666  0.121
16 H 0.707 -1.640 -1.764  0.131
17 H 0.295 -1.880 2.258  0.128



# 15
# C4H9NO3S

A 2-piece molecular cluster, C4H9NO3S overall (ωB97M-V with the def2-TZVPD basis set, OMol25).

The energy above the lowest of the compared OMol25 structures with the same formula, charge and spin comes out at 0.794 eV. The total energy comes out at -22761.815 eV. The charge is -1. The spin multiplicity is 2.

Last column: Löwdin charge in e.
CARTESIAN COORDINATES (ANGSTROEM)
1 O -0.744 -2.113 0.538  -0.026
2 C -0.689 -0.948 0.116  -0.546
3 N -0.863 0.096 0.914  0.097
4 C -0.615 1.619 0.667  -0.462
5 O -0.347 2.249 1.782  -0.252
6 C -0.455 -0.662 -1.350  -0.214
7 C 0.134 -1.869 -2.037  -0.675
8 S 0.370 -1.721 -3.796  0.602
9 H -0.886 -0.161 1.890  0.128
10 H -1.496 1.933 0.072  0.089
11 H 0.201 1.583 -0.112  0.085
12 H -1.221 -0.138 -1.907  0.109
13 H 0.272 0.156 -1.352  0.090
14 H 1.125 -2.069 -1.630  0.074
15 H -0.403 -2.768 -1.747  0.070
16 H 2.526 1.141 2.622  0.001
17 H 1.110 1.780 2.417  -0.024
18 O 1.982 1.891 2.912  -0.148